A cluster of 2 separate species, C5H11O2 in total at a distorted geometry, computed with ωB97M-V with the def2-TZVPD basis set.

Last column: natural (NBO) charge in e.
Atoms and positions in Å:
C  1.42797  1.32089  -0.55447  -0.608
C  0.81166  2.12420  -1.65262  -0.654
H  1.69208  1.88302  0.39782  0.223
H  0.81635  0.50396  -0.22785  0.241
H  2.27179  0.67897  -1.15235  0.172
H  0.49776  3.05334  -1.15938  0.208
H  -0.21297  2.02129  -1.74425  0.216
H  1.33288  2.18885  -2.56005  0.197
C  -1.12859  -1.97556  1.09479  -0.555
C  -1.03249  -1.24971  -0.22954  -0.643
C  -0.20606  -1.02454  2.14352  0.791
O  0.05409  -1.71624  3.11298  -0.749
O  -0.34617  0.21945  1.96854  -0.790
H  -2.18001  -2.00018  1.43177  0.188
H  -0.82855  -3.00702  1.02607  0.184
H  -1.93141  -1.02385  -0.85749  0.169
H  -0.48363  -1.75558  -1.02414  0.175
H  -0.55469  -0.24129  -0.01333  0.236

Values from the calculation:
- total charge = -1
- energy relative to the best compared isomer or geometry (same formula, charge and spin) (kJ/mol) = 234.5
- E_LUMO (eV) = 3.8

The ion CH6N3 with charge +1 at a distorted geometry, computed with ωB97M-V with the def2-TZVPD basis set.

Last column: natural (NBO) charge in e.
Atoms and positions in Å:
C  -0.08355  0.04457  -0.02330  0.666
N  1.02792  0.79343  -0.26925  -0.768
N  -0.18710  -1.02241  -0.74590  -0.751
N  -0.87764  0.25288  0.96435  -0.744
H  1.21545  1.46909  0.44468  0.418
H  1.77157  0.42931  -0.86133  0.428
H  0.53492  -0.99137  -1.52763  0.429
H  -1.11265  -1.56971  -0.80952  0.450
H  -0.83660  1.09540  1.56616  0.441
H  -1.45232  -0.50119  1.26174  0.429

Values from the calculation:
- total charge = +1
- SMILES string = NC(N)=[NH2+]
- energy relative to the best compared isomer or geometry (same formula, charge and spin) (kJ/mol) = 28.1
- E_LUMO (eV) = -3.6

A cluster of 2 separate species, C19H16F2N2O3 in total at a distorted geometry, computed with ωB97M-V with the def2-TZVPD basis set.

Last column: natural (NBO) charge in e.
Atoms and positions in Å:
F  -3.29385  5.40720  0.70286  -0.321
C  -3.06304  4.04567  0.67555  0.380
C  -4.16077  3.20024  0.61589  -0.169
C  -3.89567  1.82162  0.57376  -0.211
C  -2.60468  1.34322  0.54006  -0.077
C  -1.46115  2.20961  0.57040  -0.169
C  -0.16368  1.60133  0.52033  0.157
C  1.12817  2.21894  0.56093  -0.177
C  2.27667  1.36246  0.58558  -0.072
C  3.56445  1.84657  0.61752  -0.211
C  3.81933  3.22657  0.62732  -0.164
C  2.71611  4.06709  0.63417  0.364
F  2.93875  5.42988  0.64462  -0.322
C  1.40302  3.62046  0.61327  -0.140
C  -1.74784  3.60461  0.68983  -0.183
H  -5.16228  3.60107  0.59956  0.249
H  -4.73146  1.12944  0.55333  0.245
H  -2.41606  0.27130  0.48608  0.263
H  -0.15946  0.51767  0.59331  0.263
H  2.10124  0.28725  0.57061  0.272
H  4.39931  1.15328  0.62520  0.250
H  4.81894  3.63280  0.62553  0.249
H  0.61142  4.35243  0.64155  0.210
H  -0.96537  4.33949  0.80005  0.222
C  -2.15270  -4.49115  -0.95120  -0.411
N  -0.93485  -3.73233  -0.95589  -0.471
C  -1.00511  -2.33070  -1.14978  0.634
O  -2.13066  -1.85459  -1.40469  -0.712
C  0.19654  -1.59869  -1.04858  -0.609
C  1.42616  -2.26921  -0.88007  0.633
O  2.55785  -1.73563  -0.88741  -0.722
N  1.39158  -3.67083  -0.68834  -0.470
C  2.61892  -4.35803  -0.39900  -0.410
C  0.22853  -4.43118  -0.65576  0.803
O  0.23127  -5.63279  -0.39553  -0.666
H  -1.88554  -5.49996  -0.66504  0.240
H  -2.84018  -4.04889  -0.23293  0.200
H  -2.60226  -4.48054  -1.94379  0.203
H  0.21467  -0.57964  -1.42905  0.210
H  2.35585  -5.38413  -0.18127  0.239
H  3.28592  -4.30609  -1.25872  0.203
H  3.09192  -3.88583  0.45978  0.199

Values from the calculation:
- energy relative to the best compared isomer or geometry (same formula, charge and spin) (kJ/mol) = 197.0
- E_LUMO (eV) = -3.8

The molecule C3H4OS2 at a distorted geometry, computed with ωB97M-V with the def2-TZVPD basis set.

Last column: natural (NBO) charge in e.
Atoms and positions in Å:
C  1.10266  -0.38351  -0.05762  0.408
C  -0.01017  -1.31059  0.31011  -0.670
C  -1.13915  1.05162  0.23079  -0.691
H  0.07719  -1.48807  1.39697  0.244
H  0.17641  -2.26851  -0.18553  0.265
H  -1.32684  1.19124  1.31190  0.222
H  -1.77617  1.71368  -0.34043  0.250
O  2.22962  -0.82028  -0.09374  -0.530
S  -1.55752  -0.63254  -0.21279  0.261
S  0.63829  1.33684  -0.05800  0.241

Values from the calculation:
- SMILES string = O=C1CSCS1
- energy relative to the best compared isomer or geometry (same formula, charge and spin) (kJ/mol) = 20.9
- E_LUMO (eV) = 0.5

The molecule C3H6N2O2S at a distorted geometry, computed with ωB97M-V with the def2-TZVPD basis set.

Last column: natural (NBO) charge in e.
Atoms and positions in Å:
C  0.63034  0.18632  -0.32590  0.360
C  -1.29657  -0.95671  0.73538  -0.385
C  1.43228  0.00750  1.00879  -0.628
N  1.33768  0.83423  -1.16617  -0.228
N  -0.62896  -0.16476  -0.50618  -0.635
O  -1.67982  1.91481  -2.07595  -0.851
O  0.59002  0.98725  -2.41452  -0.617
S  -0.95236  0.73132  -2.41217  1.688
H  -1.89725  -1.67653  0.27613  0.207
H  -0.53615  -1.40585  1.49732  0.207
H  1.10751  -0.90591  1.45235  0.203
H  1.23594  0.79211  1.70095  0.230
H  2.52906  -0.07400  0.90964  0.246
H  -1.87172  -0.26978  1.32032  0.202

Values from the calculation:
- energy relative to the best compared isomer or geometry (same formula, charge and spin) (kJ/mol) = 498.9
- E_LUMO (eV) = -0.5

A structure of composition C16H29N2O4 at a distorted geometry, computed with ωB97M-V with the def2-TZVPD basis set.

Last column: natural (NBO) charge in e.
Atoms and positions in Å:
C  -5.80652  -0.18456  -1.28571  -0.599
C  -5.31264  0.23569  0.03086  -0.096
H  -5.84830  1.23243  0.31395  0.188
H  -5.59341  -0.59881  0.71787  0.218
O  -4.05397  0.43619  -0.04737  -0.466
C  -3.25494  -0.46406  0.29309  0.800
O  -3.56408  -1.67140  0.49164  -0.595
C  -1.81750  0.15897  0.17224  -0.174
C  -0.85600  -0.71391  0.29117  -0.164
C  0.67302  -0.36978  0.45268  0.202
O  1.47612  -0.99844  -0.14381  -0.536
C  2.06701  -2.09451  0.54762  0.051
C  1.28274  -3.57129  0.84170  -0.350
C  0.70201  -3.99730  -0.23478  -0.633
H  1.40998  -4.74042  -0.87240  0.214
H  0.26203  -3.38735  -0.87310  0.218
H  -0.12358  -4.87117  0.07437  0.227
H  0.40680  -3.08908  1.67021  0.163
H  1.94254  -3.99244  1.48369  0.229
C  3.47527  -2.49915  0.08328  -0.430
C  3.39221  -2.68139  -1.64330  -0.541
H  4.32523  -2.71597  -1.78991  0.191
H  2.83515  -3.41460  -1.79664  0.185
H  2.94326  -1.73515  -1.82490  0.181
H  4.22945  -1.59565  -0.03024  0.185
H  3.95346  -3.45380  0.38998  0.248
H  2.42398  -1.91292  1.62222  0.196
C  0.85416  1.21846  -0.26290  -0.116
N  2.17254  1.27963  -0.03653  -0.543
C  3.03030  2.37137  -0.03637  0.722
O  2.54912  3.68182  -0.11529  -0.657
C  4.44338  2.16813  -0.22233  -0.726
H  5.01086  3.19529  -0.08980  0.298
H  4.74794  1.52552  0.77943  0.263
H  4.75028  1.54516  -0.95801  0.262
H  2.77493  0.62171  -0.19663  0.404
C  -0.10940  2.06973  0.24832  -0.066
N  0.05530  3.43630  0.12189  -0.746
H  -0.46087  4.16558  0.41214  0.430
H  -0.37986  3.59023  -1.01718  0.361
C  -1.51155  1.54544  0.36979  -0.403
H  -2.37942  2.18567  1.17712  0.284
H  -2.03067  1.89807  -0.75148  0.199
H  0.04230  1.98050  1.51633  0.195
H  0.44828  0.99223  -1.36207  0.205
H  1.06580  -0.27889  1.51638  0.171
H  -0.94490  -1.90256  0.45529  0.253
H  -6.78876  -0.54867  -1.35660  0.233
H  -5.61529  0.69776  -2.18953  0.181
H  -5.44247  -1.01508  -1.60395  0.209
H  1.29114  3.67124  -0.16382  0.476

Values from the calculation:
- total charge = +1
- energy relative to the best compared isomer or geometry (same formula, charge and spin) (kJ/mol) = 1678.5
- E_LUMO (eV) = -3.2

A cluster of 8 separate species, C48H74N9O5PS in total at a distorted geometry, computed with ωB97M-V with the def2-TZVPD basis set.

Last column: Mulliken charge in e.
Atoms and positions in Å:
C  -4.21474  1.53390  3.36183  -1.432
C  -3.91045  1.75467  1.87960  1.006
C  -4.60221  0.70800  0.98508  0.150
C  -3.87059  -0.63932  1.05352  0.097
C  -3.77548  -1.41789  -0.26203  -0.185
C  -3.39279  -0.61533  -1.51185  -0.983
C  -2.25141  0.37833  -1.33947  0.551
C  -0.87943  -0.27514  -1.02119  -0.847
C  -0.33280  0.21498  0.32093  1.177
C  1.18829  -0.00594  0.48147  -1.103
C  1.59036  -0.75656  1.76051  -1.698
C  2.19881  0.05324  2.90535  1.651
N  2.28886  -0.78675  4.10502  0.055
C  1.00248  -1.31308  4.61592  -0.539
C  1.00061  -2.83529  4.59113  0.322
C  -0.28148  -3.45592  5.15410  -0.715
C  -1.56902  -2.85248  4.59828  -0.963
C  3.64586  0.37539  2.46829  -2.245
C  4.27041  1.52694  3.25418  0.591
P  6.05644  1.65787  2.92239  0.309
O  6.76307  0.47081  3.45692  -0.780
S  3.43727  3.02698  2.76136  1.259
O  4.02932  3.47424  1.53741  -0.660
O  3.34592  3.94489  3.84718  -0.687
O  1.99827  2.46303  2.35323  -0.182
C  1.52108  1.40230  3.22098  -1.632
N  0.07264  1.36786  3.10578  -0.301
C  -0.56556  2.20466  3.73580  0.706
O  -1.22132  2.94216  4.33271  -0.480
H  -3.68011  0.65145  3.72064  0.181
H  -3.88517  2.37194  3.97046  0.393
H  -5.27630  1.34818  3.51508  0.426
H  -4.17161  2.76646  1.56878  0.215
H  -2.82774  1.66469  1.74989  -0.794
H  -5.62521  0.63959  1.35197  0.762
H  -4.61024  1.12787  -0.01662  -0.935
H  -4.41908  -1.27608  1.75202  0.591
H  -2.89212  -0.50198  1.50770  -0.433
H  -4.71738  -1.93658  -0.43957  0.599
H  -3.03076  -2.20634  -0.12183  -0.566
H  -4.27729  -0.09038  -1.87789  0.222
H  -3.11199  -1.31461  -2.30164  0.509
H  -2.47662  1.15233  -0.60948  -0.019
H  -2.15184  0.89727  -2.29475  -0.400
H  -1.02225  -1.35434  -0.98669  -0.361
H  -0.16866  -0.02087  -1.80564  0.665
H  -0.62402  1.24571  0.50779  -0.172
H  -0.79669  -0.37860  1.10892  -0.496
H  1.47653  -0.64922  -0.34980  0.622
H  1.73981  0.92390  0.34493  0.543
H  2.37001  -1.47064  1.48997  0.640
H  0.74856  -1.35898  2.09159  0.177
H  2.70569  -0.23364  4.84648  0.514
H  0.16515  -0.96217  4.02272  -0.217
H  0.84611  -0.99943  5.65029  0.545
H  1.84826  -3.19499  5.17273  0.394
H  1.13608  -3.18455  3.56556  -0.508
H  -0.27656  -4.51640  4.89651  0.350
H  -0.29871  -3.41063  6.24302  0.388
H  -1.59364  -2.89771  3.50714  0.114
H  -2.43990  -3.39223  4.96401  0.472
H  -1.69510  -1.81151  4.89155  0.250
H  3.68257  0.60981  1.40676  0.586
H  4.21977  -0.53056  2.65916  0.425
H  4.13402  1.40587  4.32791  0.426
H  6.20351  1.83234  1.54145  0.109
H  6.44726  2.87138  3.50885  0.125
H  1.78929  1.67780  4.24603  1.168
N  0.00886  4.11467  -0.40359  0.157
C  0.42900  4.32403  -1.68562  -0.102
C  -0.54847  5.01714  -2.34532  -0.612
C  -1.60413  5.23906  -1.41939  -0.706
C  -1.22974  4.67387  -0.22819  -0.506
H  0.53251  3.62154  0.29833  0.246
H  1.38499  3.95843  -2.01771  0.044
H  -0.51496  5.32813  -3.37603  0.491
H  -2.53351  5.74709  -1.61691  0.493
H  -1.73837  4.61474  0.71945  0.483
N  6.45095  -2.48457  3.53969  0.125
C  6.81361  -3.28037  2.49121  -0.386
C  6.43983  -4.56705  2.78440  -0.642
C  5.82615  -4.54397  4.06570  -0.537
C  5.85000  -3.24392  4.50220  -0.408
H  6.59919  -1.48795  3.59245  0.319
H  7.30555  -2.86691  1.62747  0.416
H  6.59163  -5.42706  2.15372  0.421
H  5.41798  -5.38305  4.60417  0.421
H  5.49023  -2.79812  5.41382  0.402
N  -3.81735  0.14457  -6.36077  0.063
C  -2.72492  0.81219  -5.87698  -0.944
C  -3.15174  1.64965  -4.88166  -0.493
C  -4.55788  1.47736  -4.76087  0.208
C  -4.93883  0.54313  -5.68698  -0.827
H  -3.79857  -0.53196  -7.10106  0.181
H  -1.74283  0.63696  -6.28126  0.428
H  -2.52904  2.31413  -4.30501  0.738
H  -5.21116  1.98724  -4.07439  0.294
H  -5.90456  0.12975  -5.92178  0.380
N  -6.95165  3.10449  -2.06781  0.051
C  -7.73457  4.10761  -1.56090  -0.549
C  -6.95220  4.88163  -0.74473  -0.936
C  -5.64735  4.32002  -0.76467  -0.316
C  -5.67724  3.22759  -1.58491  -0.239
H  -7.26677  2.38666  -2.69383  0.224
H  -8.77507  4.18581  -1.82483  0.407
H  -7.27665  5.75254  -0.20086  0.408
H  -4.77622  4.66748  -0.23362  0.538
H  -4.90247  2.53304  -1.86340  0.399
N  3.97275  3.38004  -3.46551  0.131
C  5.23370  3.08750  -3.90887  -0.480
C  5.19816  3.04757  -5.27658  -0.442
C  3.86254  3.32926  -5.67405  -0.525
C  3.13098  3.53044  -4.53481  -0.294
H  3.70965  3.47210  -2.50178  0.151
H  6.04430  2.93592  -3.21725  0.377
H  6.03555  2.84146  -5.92160  0.383
H  3.48400  3.37947  -6.68097  0.387
H  2.09009  3.76810  -4.39509  0.292
N  0.29925  -4.34975  1.04531  0.111
C  1.56480  -4.60721  0.59056  -0.800
C  1.52227  -4.62099  -0.77812  -0.664
C  0.17846  -4.35799  -1.16171  -0.276
C  -0.55148  -4.19805  -0.01539  -0.905
H  0.03530  -4.28268  2.01148  0.195
H  2.38256  -4.75558  1.27583  0.585
H  2.35953  -4.80142  -1.43148  0.445
H  -0.21208  -4.30014  -2.16387  0.712
H  -1.59668  -3.98771  0.13451  0.523
N  0.98752  -4.00789  -4.73486  0.055
C  2.16291  -4.66344  -4.97720  -0.459
C  1.98110  -5.45603  -6.07863  -0.452
C  0.64197  -5.26978  -6.51793  -0.498
C  0.05580  -4.36990  -5.66857  -0.400
H  0.83253  -3.35949  -3.98451  0.183
H  3.02380  -4.51049  -4.34946  0.376
H  2.72399  -6.09815  -6.52079  0.402
H  0.16542  -5.74265  -7.36004  0.398
H  -0.93894  -3.95882  -5.64860  0.404

Values from the calculation:
- SMILES string = CCCCCCCCCCC[C@@]1(NCCCC)C[C@@H]([PH2]=O)S(=O)(=O)O[C@H]1N=C=O.c1cc[nH]c1.c1cc[nH]c1.c1cc[nH]c1.c1cc[nH]c1.c1cc[nH]c1.c1cc[nH]c1.c1cc[nH]c1
- E_LUMO (eV) = 0.0

Number 1: gap between HOMO and LUMO 0.2743 Ha. Number 2: gap between HOMO and LUMO 0.4544 Ha. Number 3: gap between HOMO and LUMO 0.1207 Ha. Number 4: gap between HOMO and LUMO 0.3590 Ha. Number 5: gap between HOMO and LUMO 0.3069 Ha. Number 6: gap between HOMO and LUMO 0.3333 Ha. Number 7: gap between HOMO and LUMO 0.2984 Ha.